# C35H52OP4RhS

A molecular structure, C35H52OP4RhS (ωB97M-V with the def2-TZVPD basis set, OMol25).

```
94
Properties=species:S:1:pos:R:3
C -1.752 -3.987 -2.047
C 3.343 -4.146 2.606
S 0.624 -4.996 -1.013
H 0.430 4.113 -1.848
H -1.048 2.969 -4.899
H 2.199 -5.793 1.788
H 2.432 0.477 6.428
C 0.622 -0.900 -3.876
H -2.748 2.191 -0.045
C 1.585 2.430 0.795
H -1.473 2.499 1.169
H 1.097 1.830 1.571
H 0.655 2.990 -4.349
C 0.288 -2.680 -2.212
H 3.564 -0.536 -0.708
H 6.465 -5.960 1.142
C -0.602 -0.360 1.796
C 4.312 -5.988 1.362
H -2.098 -1.941 -0.398
H 3.182 -1.028 8.267
H 1.357 -1.619 -4.278
C -0.282 2.420 -4.337
C -1.648 -2.212 -3.691
H 1.910 -0.462 4.175
C -1.839 -5.817 3.630
C 2.358 -2.497 4.759
Rh 0.215 0.499 -1.613
H 1.316 -2.510 -1.891
C 1.465 0.030 -3.033
C 2.789 -3.341 5.795
H 0.148 -0.418 -4.738
H -3.151 -0.647 -1.021
H 2.584 -0.589 0.784
P -0.847 2.198 -2.623
H 3.414 -3.480 7.845
H 4.729 -2.610 3.249
C 2.950 -1.435 7.282
C 3.095 -2.807 7.050
P -1.233 0.260 0.209
H -1.606 -6.155 1.505
C 5.589 -5.446 1.543
H 2.890 -4.412 5.610
H -2.320 -4.756 -1.519
H -3.183 -1.056 0.724
C -2.160 1.747 0.763
H -0.044 0.406 2.347
H 2.471 2.918 1.222
H 0.351 -4.654 1.296
H -2.734 -6.432 3.718
H -0.955 3.763 -0.761
C -0.372 -3.810 -1.790
C -0.406 -1.667 -3.023
H -1.467 -0.682 2.399
H 0.246 -3.896 5.532
H 3.269 1.944 -2.654
H 2.627 3.383 -1.852
H -2.843 1.417 1.559
C 5.740 -4.232 2.227
H -0.810 -0.894 -2.284
H 4.181 -6.914 0.798
H 0.069 -1.220 1.647
C -1.317 -5.170 4.754
C 3.102 2.410 -1.678
H -2.887 0.897 -2.827
H 1.852 0.876 -3.611
H -0.110 1.465 -4.843
C 0.467 -4.233 3.410
C -2.360 -3.196 -3.046
H -2.964 2.450 -3.718
C 2.232 -1.118 4.985
C 4.619 -3.572 2.739
H 6.730 -3.797 2.364
C -0.164 -4.389 4.654
C -0.097 -4.832 2.278
H -1.798 -5.284 5.724
H -3.179 2.428 -1.939
C 3.190 -5.352 1.904
C -1.220 -5.647 2.388
H 2.288 -0.527 -2.546
H -3.403 -3.407 -3.314
C 3.150 0.069 0.107
H 4.089 2.575 -1.227
C -0.625 3.810 -1.806
H 3.980 0.530 0.658
H 0.884 3.206 0.464
C 2.539 -0.592 6.244
O 1.649 -2.142 2.104
P 1.915 -3.187 3.157
C -2.542 -0.962 -0.166
C -2.654 1.968 -2.782
P 2.069 1.359 -0.595
H -1.238 4.549 -2.339
H -2.028 -1.696 -4.584
H 1.740 -4.302 -0.989
```

Computed properties:
LUMO energy (alpha / beta) = -8.5 / -12.0 eV
Net charge = +3
Energy relative to the best compared isomer or geometry (same formula, charge and spin) = 0.0 kcal/mol
E_HOMO (alpha / beta) = -15.189 / -15.189 eV
Multiplicity = 5
Kohn-Sham gap (alpha / beta) = 6.734 / 3.226 eV
⟨S²⟩ = 6.060


# C35H53BN5O2Re

A molecular structure, C35H53BN5O2Re (ωB97M-V with the def2-TZVPD basis set, OMol25).

```
97
Properties=species:S:1:pos:R:3
C -5.441 0.203 0.571
C 2.067 3.164 1.163
C -3.332 1.310 0.997
C -2.609 2.609 1.305
C -0.918 2.601 -2.715
C -2.998 3.097 2.708
H 4.595 3.055 0.485
C -4.698 1.361 0.726
H -5.194 2.319 0.674
H 1.417 4.403 2.801
C -2.945 -3.328 -0.099
H -1.715 2.395 -2.007
H -2.864 2.327 3.466
C -1.869 -0.293 -1.841
C 1.586 3.345 2.608
H -4.004 -0.283 -2.158
H 0.379 -5.142 -3.860
C 3.258 -0.995 -2.427
C 2.008 -2.691 0.692
C 0.290 -3.572 -2.483
C -2.884 3.710 0.281
C 2.929 -1.928 1.644
H 5.338 -1.109 0.923
H 1.356 -4.841 -1.165
H -2.177 -2.931 -0.771
H -0.796 -2.391 1.435
C 4.217 2.052 0.629
H -2.739 -4.381 0.082
H -6.503 0.259 0.380
H 1.571 3.122 -3.146
H 1.604 -3.568 1.194
H -3.903 -3.265 -0.611
H 2.838 -1.994 -2.493
H -1.688 -2.212 2.951
B -0.107 0.031 0.422
N 1.003 0.319 1.359
H 3.411 1.384 -3.174
H 3.845 -0.871 -1.517
O 0.209 1.773 -2.333
C 0.515 0.396 2.602
Re 0.118 -0.302 -1.770
C 4.637 -0.286 0.873
H -1.554 0.257 3.413
H 2.541 -3.032 -0.192
C 0.222 -2.007 -4.008
C 2.414 0.563 1.115
C -1.667 -2.736 1.997
C -2.966 -2.559 1.223
C 5.093 0.983 0.567
H -2.322 4.606 0.541
H 1.161 -2.074 0.366
C 3.295 -0.525 1.175
H 0.637 2.841 2.797
H -2.599 3.410 -0.729
H 2.899 -1.288 3.734
H 2.798 3.959 0.997
C -4.827 -1.024 0.733
H -0.367 -5.185 -1.284
H 0.154 -1.019 -4.433
N 0.221 -2.249 -2.632
C -2.725 0.044 1.070
C 1.382 2.046 -3.137
H 2.325 2.996 3.328
C 2.392 -1.994 3.079
N -3.013 -0.229 -2.023
H 2.800 1.691 -1.522
H -3.744 -3.022 1.840
H 1.315 -1.824 3.127
O 2.143 -0.070 -2.391
C 0.936 3.422 0.176
N -1.291 0.022 1.321
H -1.525 -3.793 2.216
H -1.532 2.432 1.306
H 1.135 0.573 3.465
H 0.301 -3.410 -5.717
H -1.228 2.357 -3.732
C 0.285 -3.184 -4.668
H -3.935 3.989 0.260
C -3.460 -1.139 1.004
H 3.879 -2.467 1.658
H 6.137 1.148 0.345
H -4.045 3.396 2.734
H 1.190 1.714 -4.163
C 0.369 -4.384 -1.249
H 0.399 4.326 0.459
H 2.566 -2.990 3.481
C -0.877 0.226 2.576
H -2.398 3.961 2.987
C 2.863 1.882 0.930
H -5.425 -1.925 0.691
H 0.186 -3.779 -0.372
N 0.333 -4.144 -3.697
H 3.854 -0.777 -3.313
H -0.614 3.644 -2.650
C 2.542 1.317 -2.517
H 1.326 3.571 -0.831
H 0.213 2.603 0.150
```

Computed properties:
LUMO energy (alpha / beta) = -8.9 / -10.8 eV
Net charge = +3
Energy relative to the best compared isomer or geometry (same formula, charge and spin) = 0.0 kcal/mol
E_HOMO (alpha / beta) = -16.312 / -16.317 eV
Multiplicity = 4
Kohn-Sham gap (alpha / beta) = 7.367 / 5.537 eV
⟨S²⟩ = 3.765


# C35H53IrN4OP2S

A molecular structure, C35H53IrN4OP2S (ωB97M-V with the def2-TZVPD basis set, OMol25).

```
97
Properties=species:S:1:pos:R:3
H -0.328 -3.375 2.218
C -3.521 -0.087 1.116
C 3.192 2.015 -1.592
H 3.259 -4.026 -2.995
H 1.718 2.998 3.398
C 0.918 -1.572 -3.267
H -1.307 1.505 4.620
H -0.178 0.329 3.922
H -1.729 3.769 2.241
C 2.449 0.895 -1.178
N 0.179 -3.055 3.058
C 3.529 -3.604 -2.022
H 3.321 -4.351 0.494
H -3.261 3.369 1.203
H 1.397 3.107 1.666
C -0.326 -2.468 -3.459
H 1.115 -4.722 -2.371
H 1.287 -3.218 6.094
H 0.480 -0.127 -4.811
C -3.934 3.180 -4.336
C -3.318 1.303 3.138
C 2.500 -1.007 4.876
C 1.254 2.478 2.546
H -0.106 -3.534 -3.309
C -2.176 3.266 -2.656
H 2.929 -1.434 -4.145
C -3.355 1.171 -3.169
H -4.619 -0.030 1.222
H 3.198 4.208 -1.869
C -2.912 1.228 1.656
C 1.348 3.470 -0.994
C 0.997 -3.043 5.087
C -4.127 1.796 -4.100
H -2.830 4.975 -3.867
C 1.273 -4.480 -1.310
S 1.535 -0.821 1.928
H 2.663 -1.238 5.917
C -0.952 3.586 2.983
H -3.304 -0.230 0.055
H 3.460 -0.564 -2.346
H 1.615 -1.782 -5.276
H -3.036 2.256 3.601
H -4.883 1.210 -4.646
H 0.303 -4.248 -0.839
N -1.333 -0.085 -1.282
H -1.205 3.420 0.024
H -2.895 0.472 3.719
C 0.677 2.348 -0.453
C 2.903 -0.531 -1.418
C -3.599 2.375 0.889
H -3.415 0.111 -2.942
C 1.013 -1.967 3.148
C -2.421 1.889 -2.453
H -1.412 3.829 -2.147
N 1.524 -1.974 4.399
H -0.461 0.132 -3.368
H 1.959 -3.344 1.050
H -0.393 -4.618 4.397
C -0.335 1.394 4.131
C 2.620 3.313 -1.517
H 0.858 4.439 -0.923
H -4.416 1.224 3.210
C 2.298 -3.334 -1.134
H -4.682 2.323 1.117
H -3.461 2.271 -0.195
C 2.796 -3.388 0.334
C -2.945 3.903 -3.622
C 1.999 -2.006 -4.267
C -0.515 2.528 0.262
H 1.678 -5.386 -0.820
H 1.248 0.616 -3.393
O -1.714 -3.076 0.421
H 4.202 1.869 -2.011
C -0.233 2.225 2.850
H 1.791 1.535 2.390
C -1.840 0.947 -1.624
H 2.216 -3.080 -4.250
C -0.974 -2.128 0.429
P -1.017 1.266 1.488
H 0.431 1.711 4.852
H -0.685 -2.336 -4.496
H -1.138 -2.177 -2.776
H 4.151 -2.714 -2.173
H 3.436 -1.090 4.326
Ir 0.100 -0.657 0.225
N 1.272 1.083 -0.588
H -4.577 3.662 -5.103
H 4.158 -4.357 -1.521
H 3.612 -0.811 -0.643
H -0.239 4.412 2.873
H -1.416 3.698 3.970
H 3.504 -2.575 0.562
C 0.529 -0.146 -3.710
P 1.501 -1.644 -1.455
H 2.115 0.007 4.781
C 0.180 -3.714 4.277
H -3.165 -0.962 1.677
```

Computed properties:
LUMO energy (alpha / beta) = -7.9 / -11.2 eV
Net charge = +3
E_HOMO (alpha / beta) = -13.147 / -17.048 eV
Multiplicity = 6
Kohn-Sham gap (alpha / beta) = 5.211 / 5.892 eV
⟨S²⟩ = 8.823


# C35H54BN4O2RhSSe2

A molecular structure, C35H54BN4O2RhSSe2 (ωB97M-V with the def2-TZVPD basis set, OMol25).

```
100
Properties=species:S:1:pos:R:3
H -1.590 3.218 1.917
C -3.327 1.243 -2.402
H 2.625 1.194 -2.229
H -6.015 -0.725 -3.185
H -4.266 -2.119 -2.249
C 3.004 -0.648 0.092
H 1.062 0.789 -4.142
C 1.047 5.217 -0.895
C 1.621 -1.998 -3.987
S -2.208 -0.079 2.441
O -4.808 0.309 -4.523
H 3.851 -1.314 0.126
C 0.560 2.940 2.089
H 1.514 -4.510 2.907
C 1.120 -0.180 4.594
H -1.463 -3.279 3.010
C 2.077 2.026 -2.673
Rh -1.370 -0.126 0.045
C 1.682 2.984 -1.565
H 0.218 -1.981 1.797
H -4.697 -0.396 1.023
H 2.230 -2.899 2.858
H 1.440 2.940 4.076
H 1.972 -1.261 -4.712
H 1.723 -2.983 -4.446
C 1.333 -5.173 -1.161
C 2.989 0.697 0.105
C -0.777 3.482 2.595
H -3.260 -0.055 4.875
C 0.891 -3.440 0.466
H 1.288 -6.214 -1.455
H -3.323 -1.335 -3.513
N -1.194 -0.066 4.937
Se -1.875 -1.789 -1.560
C 2.990 2.647 -3.730
Se -2.206 1.863 -0.913
C -5.010 0.080 -0.846
C 1.508 4.333 -1.853
H -2.641 1.033 -3.222
H 3.843 3.155 -3.278
C -5.380 0.168 -3.233
H 0.842 -3.228 3.917
H 0.697 -0.226 2.440
H 0.363 5.439 1.113
C 2.434 -1.897 -2.695
H -2.554 1.226 5.881
H 1.566 -1.169 4.704
H 1.860 4.352 3.105
C 1.286 -3.442 2.941
H 0.466 1.860 2.032
C -0.984 -0.091 3.604
B 0.771 0.004 0.026
H -1.054 -4.730 2.095
C -1.070 -3.639 2.057
C 1.690 3.274 3.065
H 0.918 6.264 -1.137
C 1.858 -4.226 -2.018
H -5.182 1.127 -0.570
H -2.558 -0.456 6.456
H 1.723 4.697 -2.848
H 0.214 2.289 -3.742
C 1.483 -2.496 -0.385
C 0.325 -3.061 1.816
C -3.569 -1.304 -2.451
C -4.260 0.041 -2.183
N 0.332 -0.095 3.375
C 1.924 -2.884 -1.662
H 0.562 -1.820 -3.796
H 2.625 2.798 2.763
H 0.131 1.125 6.056
C 0.057 0.104 5.665
H 4.101 -3.081 -3.432
H 2.212 -4.531 -2.995
H 2.458 3.365 -4.356
C 0.808 1.470 -3.329
H 3.820 1.382 0.153
H 4.520 -2.037 -2.074
H 2.303 -0.890 -2.299
C 0.738 4.751 0.367
C 1.401 2.528 -0.266
H -1.759 -3.331 1.269
H -5.514 0.361 -5.173
H -5.996 1.043 -2.989
H -1.005 3.053 3.574
H -3.923 2.107 -2.699
H -5.990 -0.398 -0.984
H 0.110 -0.590 6.504
C 0.836 -4.770 0.064
H 1.915 0.565 4.595
H 0.394 -5.503 0.726
H -0.761 4.567 2.712
O -4.306 -0.608 0.169
C 3.923 -2.101 -2.984
H 4.284 -1.342 -3.682
C -2.462 0.179 5.575
C 0.899 3.410 0.698
H 0.188 0.934 -2.607
N 1.668 1.149 0.033
N 1.693 -1.131 0.012
H 3.369 1.865 -4.390
```

Computed properties:
LUMO energy (alpha / beta) = 0.5 / -1.2 eV
Energy relative to the best compared isomer or geometry (same formula, charge and spin) = 9.3 kcal/mol
E_HOMO (alpha / beta) = -5.770 / -7.224 eV
Multiplicity = 5
Kohn-Sham gap (alpha / beta) = 6.242 / 6.057 eV
⟨S²⟩ = 6.021